A cluster of 2 separate species, C3H10NO2 in total. Source: the OMol25 dataset; level of theory: ωB97M-V with the def2-TZVPD basis set.

Output
**Relative energy (zero: lowest compared OMol25 entry of this formula, charge and spin)**: 43.8 kcal/mol
**Multiplicity**: 1
**Charge**: -1
**Highest occupied orbital energy**: -3.144 eV
**F_max**: 5.953 eV/A
**LUMO**: 4.137 eV

Last column: Mulliken charge in e.
Positions of all 16 atoms, in Å:
O1 -0.04 -2.12 2.19  -0.71
H1 1.16 1.64 -1.75  0.28
H2 0.20 2.40 -2.63  0.23
H3 -1.20 0.50 0.77  0.23
H4 -1.57 1.94 -1.02  0.28
H5 -0.83 0.65 -1.90  0.34
H6 1.29 -0.33 1.07  0.22
H7 1.40 -0.14 -0.69  0.23
C1 -0.28 0.79 0.32  -0.44
C2 0.68 -0.42 0.12  -0.48
O2 0.05 -1.65 -0.20  -0.88
H8 -0.32 -1.93 1.23  0.32
N1 0.29 2.21 -1.59  -0.74
H9 -0.86 -1.64 2.45  0.27
C3 -0.64 1.30 -1.00  -0.52
H10 0.08 1.61 0.89  0.37

A cluster of 3 separate species, C3H10NO2 in total. Source: the OMol25 dataset; level of theory: ωB97M-V with the def2-TZVPD basis set.

Output
**Relative energy (zero: lowest compared OMol25 entry of this formula, charge and spin)**: 46.9 kcal/mol
**Multiplicity**: 1
**Charge**: +1
**Highest occupied orbital energy**: -14.642 eV
**F_max**: 3.030 eV/A
**LUMO**: -4.757 eV

Last column: Mulliken charge in e.
Positions of all 16 atoms, in Å:
O1 -2.15 0.23 0.03  -0.56
C1 0.87 1.91 0.84  -0.71
C2 1.06 -0.86 1.40  -0.24
C3 0.59 0.94 -0.01  0.00
H1 0.11 -2.41 -2.25  0.30
H2 0.90 2.91 0.46  0.25
H3 -2.63 -0.59 -0.12  0.29
H4 -2.77 0.96 -0.04  0.30
H5 -0.16 -1.01 -0.22  0.39
H6 0.25 1.13 -1.01  0.31
H7 -0.11 -0.92 -2.85  0.29
N1 0.36 -0.42 0.44  0.20
H8 1.15 1.79 1.88  0.25
H9 0.81 -1.88 1.65  0.27
H10 1.83 -0.28 1.89  0.29
O2 -0.10 -1.49 -2.08  -0.61

A cluster of 2 separate species, C3H10NO2 in total. Source: the OMol25 dataset; level of theory: ωB97M-V with the def2-TZVPD basis set.

Output
**Relative energy (zero: lowest compared OMol25 entry of this formula, charge and spin)**: 129.8 kcal/mol
**Multiplicity**: 1
**Charge**: +1
**Highest occupied orbital energy (spin up / spin down)**: -13.458 / -10.933 eV
**F_max**: 3.708 eV/A
**LUMO (spin up / spin down)**: -3.498 / -5.231 eV

Last column: Mulliken charge in e.
Positions of all 16 atoms, in Å:
O1 2.26 0.80 -0.62  -0.44
H1 1.16 0.99 1.06  0.63
H2 2.28 1.79 -0.67  0.40
H3 -2.88 -0.21 0.13  0.42
O2 0.63 -1.66 -0.45  -0.53
H4 1.16 -1.78 -1.27  0.33
H5 -1.23 -0.84 -0.32  0.32
H6 2.49 -1.60 0.58  0.34
H7 -1.91 1.99 0.26  0.34
H8 -2.36 -0.09 -1.45  0.38
C1 -1.24 1.21 -0.13  -0.73
H9 0.67 -1.28 1.51  0.25
C2 1.44 -1.19 0.60  -0.39
N1 -1.93 -0.04 -0.49  -0.35
H10 -0.54 1.46 -0.94  0.33
C3 1.67 0.33 0.44  -0.29

A cluster of 2 separate species, C3H10NO2 in total. Source: the OMol25 dataset; level of theory: ωB97M-V with the def2-TZVPD basis set.

Output
**Relative energy (zero: lowest compared OMol25 entry of this formula, charge and spin)**: 24.3 kcal/mol
**Multiplicity**: 1
**Charge**: +1
**Highest occupied orbital energy**: -14.829 eV
**F_max**: 1.862 eV/A
**LUMO**: -4.006 eV

Last column: Mulliken charge in e.
Positions of all 16 atoms, in Å:
C1 -0.96 0.69 0.46  -0.14
O1 -0.36 -1.17 -2.35  -0.66
H1 1.84 0.49 2.52  0.41
H2 1.48 1.85 1.56  0.40
C2 0.32 0.04 0.94  0.38
H3 -1.31 -0.94 -2.25  0.32
C3 1.03 0.92 1.93  -1.50
H4 -1.00 1.79 0.54  0.40
H5 -0.32 -1.17 -3.30  0.33
H6 0.34 1.28 2.71  0.38
H7 1.38 0.75 -0.75  0.37
H8 0.76 -0.78 -1.00  0.32
H9 0.11 -0.94 1.34  0.29
H10 2.10 -0.57 0.06  0.38
N1 1.23 -0.15 -0.30  -0.28
O2 -1.78 0.00 -0.06  -0.42

A structure of composition C3H10NO2. Source: the OMol25 dataset; level of theory: ωB97M-V with the def2-TZVPD basis set.

Output
**Relative energy (zero: lowest compared OMol25 entry of this formula, charge and spin)**: 87.5 kcal/mol
**Multiplicity**: 1
**Charge**: +1
**Highest occupied orbital energy**: -13.602 eV
**F_max**: 4.963 eV/A
**LUMO**: -3.675 eV

Last column: Mulliken charge in e.
Positions of all 16 atoms, in Å:
H1 -0.02 0.62 -1.37  0.41
H2 -1.73 1.89 1.18  0.27
N1 -0.26 -0.27 -1.91  -0.22
H3 0.84 -0.71 1.34  0.50
H4 -0.34 1.54 2.53  0.24
H5 -0.88 -1.42 -0.33  0.42
H6 -1.65 0.29 2.09  0.29
H7 0.57 -1.96 -1.02  0.37
C1 -0.02 -1.16 -0.73  -0.64
O1 -0.18 1.09 0.54  -0.55
C2 -1.03 1.19 1.68  -0.62
H8 2.63 0.13 0.64  0.39
C3 0.84 -0.45 0.30  -0.14
H9 -1.23 -0.47 -2.23  0.35
H10 0.43 -0.33 -2.67  0.35
O2 2.02 0.02 -0.05  -0.43

A cluster of 2 separate species, C3H10NO2 in total. Source: the OMol25 dataset; level of theory: ωB97M-V with the def2-TZVPD basis set.

Output
**Relative energy (zero: lowest compared OMol25 entry of this formula, charge and spin)**: 17.0 kcal/mol
**Multiplicity**: 1
**Charge**: +1
**Highest occupied orbital energy**: -14.913 eV
**F_max**: 1.999 eV/A
**LUMO**: -3.385 eV

Last column: Mulliken charge in e.
Positions of all 16 atoms, in Å:
C1 0.10 0.28 -2.11  0.07
H1 -0.83 -0.84 0.74  0.21
H2 -2.71 -0.80 2.47  0.32
O1 -1.80 -1.00 2.24  -0.67
H3 0.16 1.16 -2.77  0.39
O2 0.19 -0.84 -2.56  -0.45
H4 -1.36 -0.96 3.10  0.31
C2 0.09 0.48 -0.61  0.30
H5 -0.67 1.15 -0.22  0.25
H6 1.50 2.12 -0.54  0.37
H7 2.28 0.47 -0.31  0.42
N1 -0.08 -0.90 0.02  -0.18
H8 1.35 1.24 0.95  0.41
C3 1.40 1.09 -0.14  -1.50
H9 0.79 -1.15 0.48  0.34
H10 -0.41 -1.51 -0.74  0.40

A cluster of 3 separate species, C3H10NO2 in total. Source: the OMol25 dataset; level of theory: ωB97M-V with the def2-TZVPD basis set.

Output
**Relative energy (zero: lowest compared OMol25 entry of this formula, charge and spin)**: 51.2 kcal/mol
**Multiplicity**: 1
**Charge**: +1
**Highest occupied orbital energy**: -14.462 eV
**F_max**: 2.067 eV/A
**LUMO**: -4.823 eV

Last column: Mulliken charge in e.
Positions of all 16 atoms, in Å:
H1 1.73 2.83 2.95  0.32
O1 0.22 -3.51 -0.57  -0.58
H2 -0.31 -1.66 -2.33  0.35
H3 1.09 -3.92 -0.46  0.30
C1 -0.99 1.81 0.23  -0.69
N1 -0.22 -0.16 -0.95  -0.01
C2 -0.75 0.51 0.21  0.00
H4 -1.06 2.33 1.17  0.26
H5 -0.84 -0.02 1.14  0.36
H6 -0.34 -4.08 -0.02  0.31
O2 1.73 2.86 1.97  -0.62
H7 2.55 3.35 1.85  0.32
H8 0.48 0.28 -1.53  0.33
H9 -0.84 2.35 -0.70  0.27
H10 -1.58 -1.72 -0.91  0.28
C3 -0.76 -1.23 -1.44  -0.20

A cluster of 2 separate species, C3H10NO2 in total. Source: the OMol25 dataset; level of theory: ωB97M-V with the def2-TZVPD basis set.

Output
**Expectation value of S²**: 0.758
**Relative energy (zero: lowest compared OMol25 entry of this formula, charge and spin)**: 42.2 kcal/mol
**Multiplicity**: 2
**Charge**: +2
**Highest occupied orbital energy (spin up / spin down)**: -20.800 / -20.775 eV
**F_max**: 4.564 eV/A
**LUMO (spin up / spin down)**: -10.753 / -14.276 eV

Last column: Mulliken spin population.
Positions of all 16 atoms, in Å:
O1 1.92 1.49 -1.80  0.78
H1 -2.05 2.51 0.12  0.00
H2 0.60 -2.40 1.04  0.00
H3 0.00 1.56 -1.30  0.09
O2 -1.16 2.24 0.42  0.02
C1 0.97 0.95 -1.37  0.00
H4 -0.46 0.29 0.46  0.00
H5 -0.57 -1.45 2.08  0.00
H6 -0.98 -0.75 -0.61  0.00
H7 1.37 -1.32 -1.28  -0.01
N1 -0.22 -0.58 0.10  0.00
H8 1.97 -0.41 -0.01  -0.01
C2 1.05 -0.40 -0.71  0.11
H9 -1.00 2.49 1.33  0.00
H10 -1.13 -2.43 0.52  0.00
C3 -0.31 -1.78 1.01  0.00

A cluster of 2 separate species, C3H10NO2P in total. Source: the OMol25 dataset; level of theory: ωB97M-V with the def2-TZVPD basis set.

Output
**Relative energy (zero: lowest compared OMol25 entry of this formula, charge and spin)**: 111.8 kcal/mol
**Multiplicity**: 1
**Charge**: 0
**Highest occupied orbital energy (spin up / spin down)**: -6.813 / -7.146 eV
**F_max**: 4.097 eV/A
**LUMO (spin up / spin down)**: -0.168 / 0.345 eV

Last column: Mulliken charge in e.
Positions of all 17 atoms, in Å:
H1 -3.13 -0.30 0.96  0.34
H2 3.02 1.64 1.23  0.34
C1 1.26 -0.84 -0.21  -0.74
O1 -2.17 0.04 -2.25  -0.56
H3 -1.42 -0.77 1.34  0.20
H4 -2.44 -1.91 0.20  0.27
H5 2.05 -0.54 1.52  0.24
H6 2.44 1.59 -0.35  0.30
H7 -2.01 -0.71 -2.89  0.31
H8 1.29 1.97 0.78  0.33
N1 1.96 -0.10 0.67  -0.15
H9 0.91 -1.73 0.23  0.41
H10 1.34 -0.67 -1.26  0.39
O2 -1.59 1.58 -0.43  -0.61
P1 -1.41 0.20 -0.76  0.63
C2 2.15 1.40 0.66  -0.84
C3 -2.26 -0.85 0.56  -0.85

An isolated molecule of C3H10NO2P. Source: the OMol25 dataset; level of theory: ωB97M-V with the def2-TZVPD basis set.

Output
**Expectation value of S²**: 2.006
**Relative energy (zero: lowest compared OMol25 entry of this formula, charge and spin)**: 91.9 kcal/mol
**Multiplicity**: 3
**Charge**: 0
**Highest occupied orbital energy (spin up / spin down)**: -3.619 / -11.133 eV
**F_max**: 4.389 eV/A
**LUMO (spin up / spin down)**: 0.452 / -3.771 eV

Last column: Mulliken spin population.
Positions of all 17 atoms, in Å:
C1 1.78 -0.91 0.51  0.02
H1 2.02 -1.00 -0.52  0.02
N1 -0.29 1.99 -0.73  2.35
C2 1.10 0.35 0.76  0.10
O1 -1.73 -1.67 -1.01  0.06
H2 -2.92 0.39 -0.59  0.03
O2 -1.87 -0.79 1.30  0.09
H3 -1.34 -2.44 -0.39  0.02
H4 -0.56 2.55 0.07  -0.47
C3 -0.12 0.56 -0.53  0.50
P1 -1.71 -0.37 -0.10  0.06
H5 0.28 0.20 -1.50  0.01
H6 0.58 0.51 1.67  -0.02
H7 -0.92 2.46 -1.34  -0.73
H8 1.06 -1.82 0.56  0.00
H9 1.92 1.15 0.63  -0.03
H10 2.72 -1.14 1.21  0.00